Record 1
Computed, not measured: a structure of composition C31H37BaBrN3O2, with ωB97M-V/def2-TZVPD.

Geometry as ORCA input:
```
! RIJCOSX wB97M-V def2-TZVPD def2/J DEFGRID3
* xyz -1 1
Ba 2.6274 0.9181 1.6510
C 2.6377 -5.3702 -2.9057
C 3.1393 -3.9858 -2.5064
C 4.6590 -3.8992 -2.6758
C 2.4566 -2.8526 -3.2521
C 1.8405 -3.0660 -4.4780
C 1.2373 -2.0270 -5.1722
C 1.2370 -0.7543 -4.6251
C 1.8298 -0.5017 -3.3923
C 1.8664 0.8972 -2.8074
C 3.2571 1.5094 -2.9989
C 0.7846 1.8235 -3.3502
C 2.4521 -1.5528 -2.7023
N 3.1696 -1.2920 -1.5249
C 2.7231 -1.5074 -0.3305
O 3.4423 -1.3192 0.7144
C 1.2319 -1.7549 -0.0790
C 0.3716 -2.6635 -0.6767
C -0.9862 -2.5510 -0.3931
C -1.4571 -1.5530 0.4431
C -0.5286 -0.7092 1.0408
N 0.7697 -0.8521 0.7946
C -0.8648 0.4487 1.9710
O 0.0932 0.9259 2.6630
N -2.0902 0.8516 1.8844
C -2.5315 1.8963 2.7221
C -2.1627 3.2441 2.5717
C -2.7156 4.1832 3.4464
C -3.6029 3.8350 4.4438
C -3.9684 2.5034 4.5801
C -3.4534 1.5355 3.7345
C -3.8839 0.0838 3.8564
C -4.9397 -0.2442 2.7960
C -4.3953 -0.2964 5.2428
C -1.1806 3.8301 1.5581
C -1.0509 3.1419 0.2029
C 0.1965 4.0376 2.1997
H 3.0733 -6.1246 -2.2482
H 2.9288 -5.6237 -3.9288
H 1.5499 -5.4458 -2.8362
H 2.9262 -3.8559 -1.4426
H 4.9222 -4.0124 -3.7315
H 5.1556 -4.6925 -2.1116
H 5.0288 -2.9384 -2.3221
H 1.8269 -4.0620 -4.9052
H 0.7672 -2.2110 -6.1302
H 0.7577 0.0539 -5.1634
H 1.7001 0.7967 -1.7292
H 3.4830 1.6056 -4.0639
H 4.0212 0.8758 -2.5461
H 3.3119 2.5060 -2.5510
H 0.9699 2.0843 -4.3953
H 0.7681 2.7526 -2.7806
H -0.2037 1.3659 -3.2808
H 0.7358 -3.4197 -1.3570
H -1.6831 -3.2445 -0.8488
H -2.5099 -1.4146 0.6452
H -2.4267 5.2231 3.3294
H -4.0080 4.5889 5.1075
H -4.6629 2.2216 5.3619
H -3.0055 -0.5291 3.6456
H -5.8433 0.3477 2.9700
H -5.2149 -1.3024 2.8310
H -4.5604 -0.0118 1.8016
H -5.3512 0.1834 5.4697
H -3.6837 -0.0201 6.0230
H -4.5564 -1.3755 5.2944
H -1.5840 4.8251 1.3382
H -0.5071 2.2005 0.2536
H -0.5077 3.8076 -0.4740
H -2.0258 2.9262 -0.2374
H 0.5833 3.0879 2.5690
H 0.1333 4.7155 3.0525
H 0.9020 4.4674 1.4820
Br 4.5778 2.7358 3.2630
*
```

Values from the calculation:
gap between HOMO and LUMO	7.9	eV
total energy	-112056.651	eV
HOMO energy	-5.55	eV
maximum force	0.6	eV Å⁻¹
energy above the lowest of the compared OMol25 structures with the same formula, charge and spin	4.18	kcal per mole

=====

Record 2
Computed, not measured: a structure of composition C31H37BrMnN9O, with ωB97M-V/def2-TZVPD.

Geometry as ORCA input:
```
! RIJCOSX wB97M-V def2-TZVPD def2/J DEFGRID3
* xyz 1 6
Mn 1.0802 0.1681 -0.2770
Br -8.4782 -2.7408 4.9142
C -7.1154 -3.3016 3.7345
C -7.4356 -3.6062 2.4154
C -6.4404 -4.0199 1.5565
C -5.1091 -4.1231 1.9998
C -4.8099 -3.8197 3.3426
C -5.8117 -3.4130 4.2012
N -4.1705 -4.5003 1.0832
N -2.9413 -4.6711 1.4623
C -1.9359 -3.8460 1.2065
C -0.6461 -4.2804 1.6124
C 0.4870 -3.5149 1.4621
C 0.4326 -2.2532 0.8622
O 1.4800 -1.4737 0.7181
C -0.8422 -1.8042 0.3930
N -0.8282 -0.5887 -0.2341
C -1.9700 -0.0642 -0.6487
C -3.1877 -0.7186 -0.5085
C -3.2129 -1.9666 0.0807
C -2.0337 -2.5480 0.5614
H -8.4585 -3.5249 2.0757
H -6.6639 -4.2797 0.5298
H -3.7944 -3.9264 3.6994
H -5.5891 -3.1869 5.2349
H -0.5888 -5.2591 2.0701
H 1.4472 -3.8839 1.7997
H -1.9110 0.9118 -1.1165
H -4.0971 -0.2529 -0.8605
H -4.1484 -2.4974 0.1748
C 1.5992 0.9327 2.9981
N 2.9155 0.5853 2.4870
C 3.5440 -0.5521 3.1477
C 3.3456 1.0583 1.3050
N 2.4414 1.4740 0.4128
C 2.6913 2.5604 -0.4504
C 3.5819 3.5950 -0.1843
C 3.7796 4.6106 -1.1081
C 3.0947 4.5891 -2.3116
C 2.1752 3.5818 -2.5664
C 1.9290 2.5880 -1.6236
N 1.0293 1.4983 -1.7885
C 0.0882 1.5158 -2.7279
N -0.2077 0.3691 -3.3765
C 0.7375 -0.7375 -3.4192
C -1.5543 0.0129 -3.8016
N -0.6232 2.6236 -3.0438
C -0.8547 3.6767 -2.0685
C -1.0792 2.9200 -4.3942
N 4.6748 1.0603 1.0592
C 5.2044 0.9678 -0.2902
C 5.6675 1.2721 2.1030
H 1.6647 1.0509 4.0805
H 0.8758 0.1413 2.7792
H 1.2614 1.8659 2.5582
H 2.7873 -1.3247 3.2865
H 3.9562 -0.2733 4.1190
H 4.3298 -0.9648 2.5231
H 4.1298 3.6019 0.7502
H 4.4779 5.4079 -0.8917
H 3.2698 5.3564 -3.0537
H 1.6540 3.5675 -3.5147
H 1.7454 -0.3737 -3.2477
H 0.6876 -1.2003 -4.4054
H 0.4938 -1.4993 -2.6722
H -2.2502 0.8229 -3.6093
H -1.8868 -0.8674 -3.2464
H -1.5715 -0.2252 -4.8663
H -0.5806 3.3322 -1.0743
H -1.9136 3.9414 -2.0788
H -0.2683 4.5694 -2.2953
H -0.7199 2.1671 -5.0892
H -0.6784 3.8907 -4.6958
H -2.1681 2.9715 -4.4504
H 4.4194 0.6707 -0.9802
H 5.9923 0.2132 -0.3061
H 5.6203 1.9208 -0.6234
H 5.1798 1.5519 3.0319
H 6.3280 2.0863 1.7972
H 6.2771 0.3824 2.2715
*
```

Values from the calculation:
gap between HOMO and LUMO (alpha / beta)	6.4 / 7.1	eV
total energy	-149562.882	eV
⟨S²⟩	8.867
HOMO energy (alpha / beta)	-8.88 / -10.25	eV
maximum force	0.3	eV Å⁻¹